1.
Formula: C7H15N
Source: OMol25
Level of theory: wB97M-V/def2-TZVPD

XYZ file:
```
23
Properties=species:S:1:pos:R:3:nbo_charge:R:1
C 1.74 1.81 -1.95 -0.622
C 1.13 0.56 -1.36 -0.378
C 0.81 0.78 0.19 -0.430
C -0.47 0.09 0.46 -0.072
C -1.78 0.86 0.52 -0.641
C -0.48 -1.22 0.70 0.177
C -1.75 -1.94 1.32 -0.681
N 0.61 -2.15 0.80 -0.875
H 1.61 1.79 -3.06 0.205
H 1.41 2.79 -1.68 0.214
H 2.83 1.84 -1.93 0.205
H 1.57 -0.34 -1.48 0.197
H 0.11 0.38 -1.81 0.198
H 0.87 1.76 0.65 0.214
H 1.67 0.28 0.72 0.204
H -2.71 0.34 0.64 0.230
H -1.92 1.71 -0.26 0.213
H -1.61 1.65 1.32 0.213
H -2.49 -2.19 0.45 0.232
H -2.02 -1.35 2.25 0.222
H -1.40 -2.98 1.65 0.217
H 0.86 -2.49 1.72 0.382
H 1.40 -1.97 0.14 0.375
```

The value obtained for the orbital gap is 8.83 eV. The value obtained for the energy relative to the best compared isomer or geometry (same formula, charge and spin) is 50.0 kcal per mole. Its LUMO energy is 1.0304 eV. The maximum force comes out at 5.8 eV/Å.

2.
Formula: C32H88N8O8
Source: OMol25
Level of theory: wB97M-V/def2-TZVPD

XYZ file:
```
136
Properties=species:S:1:pos:R:3:lowdin_spin:R:1
C -3.43 -2.28 -3.00 0.000
C -3.09 -3.34 -1.90 0.003
C -3.34 -4.75 -2.32 0.005
O -3.13 -5.80 -1.39 0.000
C -2.79 -7.04 -1.90 0.000
N -1.72 -3.37 -1.48 0.076
H -3.13 -1.32 -2.58 0.000
H -4.42 -2.23 -3.44 0.000
H -2.69 -2.45 -3.79 0.000
H -3.72 -3.04 -1.06 0.000
H -2.76 -4.93 -3.22 0.000
H -4.39 -4.78 -2.64 0.001
H -2.82 -7.74 -1.06 0.000
H -1.79 -7.07 -2.32 0.000
H -3.58 -7.30 -2.61 0.000
H -1.10 -3.43 -2.28 0.001
H -1.76 -4.29 -1.08 0.001
C -4.98 -6.22 1.92 0.000
C -5.35 -4.74 1.51 0.000
C -4.14 -3.84 1.57 0.001
O -3.55 -4.05 2.81 0.007
C -2.42 -3.30 3.16 0.014
N -5.95 -4.84 0.11 0.000
H -3.97 -6.32 2.32 0.000
H -4.85 -6.92 1.10 0.000
H -5.69 -6.59 2.67 0.000
H -6.22 -4.40 2.06 0.000
H -4.45 -2.79 1.52 0.000
H -3.38 -4.13 0.85 0.000
H -2.72 -2.26 3.15 0.001
H -1.62 -3.39 2.42 0.007
H -2.14 -3.53 4.19 0.002
H -5.21 -4.88 -0.57 0.000
H -6.67 -5.51 -0.11 0.000
C 4.08 0.91 -4.24 0.000
C 3.10 1.61 -5.23 0.000
C 3.71 2.94 -5.84 0.000
O 4.79 3.40 -5.05 0.000
C 5.58 4.54 -5.45 0.000
N 2.88 0.58 -6.19 0.000
H 4.46 1.39 -3.33 0.000
H 4.99 0.54 -4.70 0.000
H 3.66 -0.07 -4.02 0.000
H 2.12 1.89 -4.84 0.000
H 2.98 3.74 -5.92 0.000
H 4.19 2.75 -6.80 0.000
H 5.36 5.44 -4.87 0.000
H 5.35 4.79 -6.49 0.000
H 6.62 4.25 -5.33 0.000
H 2.69 -0.30 -5.73 0.000
H 3.63 0.54 -6.88 0.000
C -1.06 6.18 -4.71 0.000
C -1.78 5.02 -4.07 0.000
C -0.93 3.76 -3.73 0.000
O -1.84 2.81 -3.31 0.000
C -1.01 1.72 -2.86 0.002
N -2.41 5.61 -2.93 0.000
H -1.81 6.70 -5.31 0.000
H -0.28 5.87 -5.40 0.000
H -0.58 6.83 -3.98 0.000
H -2.53 4.70 -4.80 0.000
H -0.24 4.06 -2.94 0.000
H -0.40 3.47 -4.64 0.000
H -0.41 2.08 -2.02 0.000
H -0.40 1.37 -3.69 0.000
H -1.65 0.92 -2.49 0.001
H -2.73 4.85 -2.36 0.000
H -1.73 6.17 -2.43 0.000
C -0.95 0.34 1.96 0.050
C -0.71 -0.28 0.57 0.087
C 0.79 -0.44 0.15 0.002
O 1.33 0.71 -0.47 0.001
C 2.71 0.66 -0.80 0.000
N -1.44 -1.51 0.73 0.664
H -0.55 1.35 2.00 0.008
H -0.38 -0.20 2.73 -0.001
H -2.01 0.52 2.09 0.001
H -1.15 0.25 -0.27 0.039
H 0.78 -1.31 -0.51 -0.001
H 1.25 -0.82 1.06 0.001
H 2.85 1.42 -1.57 0.000
H 2.95 -0.33 -1.19 0.000
H 3.35 0.83 0.06 0.000
H -2.42 -1.31 0.62 0.014
H -1.27 -2.31 0.13 0.013
C 8.67 0.20 -0.34 0.000
C 7.22 -0.32 -0.45 0.000
C 7.00 -1.75 -0.06 0.000
O 5.81 -2.39 -0.66 0.000
C 5.52 -3.73 -0.14 0.000
N 6.33 0.42 0.44 0.000
H 8.92 -0.01 0.70 0.000
H 8.75 1.28 -0.31 0.000
H 9.43 -0.21 -1.02 0.000
H 7.02 -0.12 -1.50 0.000
H 6.99 -1.92 1.02 0.000
H 7.87 -2.30 -0.41 0.000
H 5.49 -3.74 0.95 0.000
H 6.37 -4.33 -0.48 0.000
H 4.65 -4.25 -0.53 0.000
H 6.71 0.49 1.37 0.000
H 5.52 -0.18 0.53 0.000
C 2.74 6.22 4.74 0.000
C 3.89 5.19 4.60 0.000
C 3.66 4.15 3.48 0.000
O 2.36 3.67 3.49 0.000
C 2.07 2.67 2.48 0.000
N 4.99 6.03 4.20 0.000
H 2.91 6.82 5.64 0.000
H 1.85 5.61 4.87 0.000
H 2.72 6.97 3.96 0.000
H 4.04 4.60 5.50 0.000
H 4.37 3.34 3.61 0.000
H 3.90 4.59 2.51 0.000
H 1.55 1.81 2.91 0.000
H 2.88 2.39 1.80 0.000
H 1.30 3.13 1.87 0.000
H 5.29 6.68 4.90 0.000
H 4.52 6.61 3.52 0.000
C -4.23 0.38 4.59 0.000
C -5.38 -0.56 5.08 0.000
C -6.81 0.07 5.33 0.000
O -8.01 -0.84 5.51 0.000
C -7.89 -2.02 6.33 0.000
N -5.51 -1.61 4.12 0.000
H -4.52 0.80 3.63 0.000
H -3.24 -0.05 4.46 0.000
H -4.34 1.24 5.26 0.000
H -5.04 -1.02 6.00 0.000
H -7.08 0.67 4.46 0.000
H -6.91 0.67 6.23 0.000
H -7.09 -2.63 5.92 0.000
H -8.84 -2.57 6.29 0.000
H -7.55 -1.63 7.29 0.000
H -6.41 -1.88 4.48 0.000
H -5.02 -2.41 4.49 0.000
```

The value obtained for the orbital gap (spin up / spin down) is 8.17 / 3.18 eV. The value obtained for the energy relative to the best compared isomer or geometry (same formula, charge and spin) is 87.2 kcal per mole. The spin multiplicity is 2. Its LUMO energy (spin up / spin down) is -2.3044 / -7.2909 eV. The maximum force comes out at 4.2 eV/Å. As for the net charge: +1.

3.
Formula: C2H3N3OS2
Source: OMol25
Level of theory: wB97M-V/def2-TZVPD

XYZ file:
```
11
Properties=species:S:1:pos:R:3:nbo_charge:R:1
H -1.05 0.10 -1.62 0.322
N -1.04 0.04 -0.59 -0.264
N 0.00 -0.28 -0.05 -0.158
C 1.17 -0.12 -0.60 0.234
N 2.12 0.64 0.04 -0.760
S 1.48 -1.18 -1.89 -0.178
H 2.00 1.01 0.94 0.400
H 2.99 0.89 -0.38 0.416
O -3.42 -0.74 0.49 -0.455
C -2.68 -0.43 1.31 0.493
S -1.57 0.07 2.35 -0.050
```

The value obtained for the orbital gap is 8.20 eV. The value obtained for the energy relative to the best compared isomer or geometry (same formula, charge and spin) is 36.5 kcal per mole. Its LUMO energy is -0.7168 eV. The maximum force comes out at 6.5 eV/Å.

4.
Formula: C5H12O
Source: OMol25
Level of theory: wB97M-V/def2-TZVPD

XYZ file:
```
18
Properties=species:S:1:pos:R:3:nbo_charge:R:1
C 0.46 -0.86 -1.80 -0.658
C 0.15 0.39 -1.05 -0.174
C 0.27 0.58 0.26 -0.026
C -0.30 1.81 0.83 -0.642
C 1.19 -0.21 1.18 -0.662
H 1.28 -1.39 -1.37 0.207
H -0.43 -1.50 -1.79 0.232
H 0.88 -0.66 -2.77 0.217
H -0.43 1.08 -1.67 0.194
H 0.49 2.55 1.18 0.213
H -1.06 1.70 1.60 0.216
H -0.80 2.49 0.12 0.216
H 1.13 -1.33 0.98 0.210
H 1.10 -0.18 2.26 0.227
H 2.25 -0.03 0.95 0.228
O -2.39 -1.68 0.30 -0.941
H -1.52 -2.01 0.61 0.470
H -2.27 -0.73 0.19 0.474
```

The value obtained for the orbital gap is 9.99 eV. The value obtained for the energy relative to the best compared isomer or geometry (same formula, charge and spin) is 27.9 kcal per mole. Its LUMO energy is 0.8212 eV. The maximum force comes out at 3.0 eV/Å.

Repeat the fourth record exactly.
Formula: C5H12O
Source: OMol25
Level of theory: wB97M-V/def2-TZVPD

XYZ file:
```
18
Properties=species:S:1:pos:R:3:nbo_charge:R:1
C 0.46 -0.86 -1.80 -0.658
C 0.15 0.39 -1.05 -0.174
C 0.27 0.58 0.26 -0.026
C -0.30 1.81 0.83 -0.642
C 1.19 -0.21 1.18 -0.662
H 1.28 -1.39 -1.37 0.207
H -0.43 -1.50 -1.79 0.232
H 0.88 -0.66 -2.77 0.217
H -0.43 1.08 -1.67 0.194
H 0.49 2.55 1.18 0.213
H -1.06 1.70 1.60 0.216
H -0.80 2.49 0.12 0.216
H 1.13 -1.33 0.98 0.210
H 1.10 -0.18 2.26 0.227
H 2.25 -0.03 0.95 0.228
O -2.39 -1.68 0.30 -0.941
H -1.52 -2.01 0.61 0.470
H -2.27 -0.73 0.19 0.474
```

The value obtained for the orbital gap is 9.99 eV. The value obtained for the energy relative to the best compared isomer or geometry (same formula, charge and spin) is 27.9 kcal per mole. Its LUMO energy is 0.8212 eV. The maximum force comes out at 3.0 eV/Å.

Repeat the third record exactly.
Formula: C2H3N3OS2
Source: OMol25
Level of theory: wB97M-V/def2-TZVPD

XYZ file:
```
11
Properties=species:S:1:pos:R:3:nbo_charge:R:1
H -1.05 0.10 -1.62 0.322
N -1.04 0.04 -0.59 -0.264
N 0.00 -0.28 -0.05 -0.158
C 1.17 -0.12 -0.60 0.234
N 2.12 0.64 0.04 -0.760
S 1.48 -1.18 -1.89 -0.178
H 2.00 1.01 0.94 0.400
H 2.99 0.89 -0.38 0.416
O -3.42 -0.74 0.49 -0.455
C -2.68 -0.43 1.31 0.493
S -1.57 0.07 2.35 -0.050
```

The value obtained for the orbital gap is 8.20 eV. The value obtained for the energy relative to the best compared isomer or geometry (same formula, charge and spin) is 36.5 kcal per mole. Its LUMO energy is -0.7168 eV. The maximum force comes out at 6.5 eV/Å.

Q: What is the formula in the fourth record?
A: C5H12O